The following is a quantum chemistry calculation of a molecular structure, C55H62CdCl2N3O6P2 in a non-equilibrium geometry, from OMol25.

The geometry in XYZ format:
```
131
Properties=species:S:1:pos:R:3:forces:R:3:mulliken_charge:R:1
Cd 10.646 15.290 12.668 -0.698 0.056 -0.348 0.627
C 13.625 20.403 8.931 -0.549 -0.919 0.139 -1.628
C 14.010 19.868 10.335 -0.142 -0.029 -0.080 1.583
C 15.250 20.625 10.837 0.359 0.430 -0.035 -1.737
C 14.335 18.389 10.264 0.577 -0.116 -0.404 0.877
C 15.485 17.964 9.598 0.019 0.455 0.037 -0.424
C 15.832 16.630 9.508 0.484 0.134 -0.199 -1.655
C 15.029 15.697 10.096 -0.780 -0.835 0.000 0.093
C 13.839 16.059 10.729 0.544 -0.105 0.201 -0.003
P 12.905 14.768 11.586 0.113 -0.143 -0.105 0.419
C 14.227 14.009 12.576 0.131 0.120 0.202 0.741
C 14.868 12.819 12.216 -0.882 0.508 -0.064 -0.012
C 15.807 12.253 13.041 0.524 -0.618 0.188 -0.930
C 16.167 12.877 14.221 -0.300 0.792 0.284 -0.386
C 15.572 14.095 14.561 -0.348 -0.086 -0.575 -0.773
C 14.593 14.683 13.751 -0.010 -0.408 0.005 -0.628
C 12.484 13.581 10.295 -0.226 -0.159 0.143 0.924
C 12.009 12.325 10.681 0.151 -0.305 -0.351 -0.613
C 11.702 11.386 9.704 -0.075 -0.924 0.096 -0.847
C 11.798 11.723 8.344 -0.429 -1.073 0.450 -0.726
C 12.211 12.975 7.992 -0.330 0.308 -0.437 -0.784
C 12.541 13.909 8.954 0.306 0.171 0.045 -0.846
C 13.541 17.405 10.833 -0.598 0.379 0.121 -0.340
O 12.397 17.711 11.534 0.153 0.205 -0.111 0.072
C 12.141 19.033 11.845 -0.380 -0.986 0.137 -0.025
C 11.101 19.227 12.741 -0.328 0.440 0.365 0.006
C 10.783 20.541 13.119 -0.242 -0.955 -0.406 -0.093
C 11.417 21.605 12.531 0.493 0.794 0.093 -1.416
C 12.463 21.374 11.632 -0.785 -0.472 0.378 -0.590
C 12.839 20.076 11.288 0.730 0.992 -0.253 0.699
P 10.013 17.860 13.299 -0.200 0.527 0.089 1.233
C 8.397 18.466 12.664 0.571 -0.605 0.437 0.720
C 8.132 18.177 11.340 0.386 -0.031 -0.300 -0.139
C 6.960 18.599 10.750 -0.276 0.131 -0.417 -1.062
C 6.024 19.280 11.501 -0.202 0.318 0.759 -0.483
C 6.272 19.543 12.851 0.220 -0.146 -0.381 -0.922
C 7.466 19.141 13.431 -0.323 0.112 0.226 -0.144
C 10.015 18.099 15.121 0.148 -0.072 0.068 0.368
C 8.936 17.737 15.936 0.559 -0.276 0.469 0.035
C 9.094 17.678 17.332 -0.509 -0.161 -0.437 -1.031
C 10.312 17.956 17.917 0.657 0.420 -0.489 -0.752
C 11.390 18.345 17.102 -0.261 0.006 0.357 -0.726
C 11.245 18.437 15.720 0.050 -0.180 0.041 -0.928
H 14.426 20.227 8.200 -0.252 0.115 0.207 0.385
H 13.402 21.451 9.017 0.102 0.589 -0.144 0.451
H 12.684 19.922 8.585 0.653 0.122 0.089 0.350
H 16.052 20.589 10.081 -0.176 -0.212 0.419 0.446
H 15.607 20.247 11.807 -0.046 -0.015 -0.407 0.350
H 15.063 21.696 10.962 -0.211 -0.164 0.012 0.402
H 16.144 18.714 9.165 -0.156 -0.170 -0.015 0.358
H 16.729 16.290 9.003 -0.008 0.258 -0.015 0.418
H 15.280 14.644 10.015 0.046 0.077 0.095 0.531
H 14.560 12.281 11.333 -0.014 0.055 -0.190 0.488
H 16.221 11.291 12.757 0.121 0.139 0.123 0.393
H 16.879 12.475 14.926 0.088 -0.290 -0.181 0.504
H 15.874 14.549 15.478 0.070 0.411 0.494 0.479
H 14.063 15.618 14.030 0.539 -0.629 -0.088 0.335
H 11.938 12.086 11.735 -0.035 -0.109 -0.001 0.565
H 11.433 10.345 10.005 0.058 1.043 -0.289 0.390
H 11.519 11.021 7.543 0.187 0.194 0.629 0.374
H 12.195 13.207 6.943 0.259 0.371 -0.205 0.429
H 12.871 14.889 8.667 0.064 0.293 -0.199 0.424
H 9.974 20.693 13.815 -0.110 0.119 0.128 0.524
H 11.108 22.617 12.824 0.309 -0.425 -0.322 0.397
H 12.967 22.197 11.166 0.166 0.332 -0.058 0.454
H 8.858 17.609 10.778 0.008 -0.092 -0.210 0.354
H 6.760 18.394 9.704 0.092 -0.055 0.048 0.450
H 5.079 19.617 11.093 0.096 -0.082 -0.209 0.409
H 5.540 20.065 13.439 -0.193 0.119 0.157 0.469
H 7.652 19.318 14.483 -0.048 0.195 -0.088 0.479
H 8.003 17.391 15.513 -0.012 0.149 -0.076 0.483
H 8.240 17.378 17.934 0.170 0.079 -0.051 0.462
H 10.472 17.921 18.989 -0.205 -0.106 -0.085 0.439
H 12.322 18.585 17.613 -0.073 -0.003 -0.412 0.432
H 12.088 18.741 15.084 -0.371 -0.124 0.396 0.328
O 12.029 12.720 13.998 -1.023 0.044 -0.099 0.805
H 12.854 12.857 14.459 0.257 0.077 0.398 -0.077
H 11.290 12.905 14.614 0.647 -0.083 -0.300 -0.463
O 10.421 14.979 15.090 0.198 0.442 0.119 0.376
H 10.920 15.599 15.650 -0.094 -0.144 -0.145 -0.160
H 9.522 15.364 15.051 -0.109 -0.174 0.011 -0.175
O 6.136 15.760 11.865 0.296 -0.358 -0.081 -0.648
H 6.848 15.392 11.301 -0.147 0.141 0.276 0.231
H 5.506 16.135 11.251 -0.230 0.160 -0.054 0.292
O 7.900 15.445 13.973 0.191 -0.298 -0.087 -0.250
H 7.976 14.622 13.442 -0.038 0.359 0.266 0.170
H 7.222 15.955 13.498 -0.053 -0.020 -0.116 0.243
Cl 8.946 14.757 10.817 0.681 0.064 0.470 -0.609
C 10.738 11.656 17.433 -0.855 -0.221 0.037 -1.338
C 9.431 11.303 18.202 1.044 -0.868 0.460 2.723
C 9.861 10.762 19.607 0.427 -0.338 -0.404 -1.999
C 8.698 12.572 18.525 -0.868 0.399 0.467 -1.879
C 8.532 10.219 17.516 0.258 0.200 -0.173 1.621
O 7.451 9.988 18.417 -0.436 -0.209 0.083 -0.674
C 9.194 8.840 17.246 0.248 0.214 0.492 -1.529
C 10.090 8.539 16.041 -0.677 -0.787 -0.727 -1.171
C 11.551 8.849 16.138 -0.546 -0.032 0.168 0.255
C 12.247 8.468 17.269 1.136 -0.010 0.389 -0.263
C 13.599 8.783 17.418 -1.106 -0.204 0.089 -0.858
C 14.189 9.552 16.440 0.331 -0.273 -0.061 0.462
Cl 15.844 9.968 16.659 0.638 0.330 -0.026 -0.246
C 13.539 9.900 15.274 -0.844 -0.380 0.253 -0.730
C 12.210 9.490 15.106 0.700 0.556 0.104 -0.307
C 7.694 10.675 16.299 0.244 0.091 -0.395 -2.818
N 8.331 11.341 15.159 -0.404 -0.097 0.664 1.365
C 8.548 12.644 14.977 -0.117 0.179 0.431 -0.100
N 9.045 12.865 13.771 0.452 -0.624 -0.189 -0.314
C 9.128 11.597 13.253 -0.942 -0.186 0.375 -0.782
N 8.644 10.655 14.047 0.765 0.681 -0.292 -1.054
H 10.941 12.711 17.564 0.187 0.259 -0.003 0.468
H 10.708 11.429 16.373 -0.190 0.067 -0.244 -0.307
H 11.553 11.086 17.826 0.650 -0.267 0.208 0.320
H 10.584 11.461 20.047 -0.342 0.054 -0.020 0.507
H 10.444 9.829 19.506 -0.467 0.182 0.195 0.423
H 9.002 10.645 20.294 0.523 0.015 -0.318 0.486
H 9.301 13.108 19.275 -0.350 0.057 -0.332 0.505
H 7.701 12.362 18.959 0.486 0.190 -0.200 0.357
H 8.588 13.207 17.655 -0.128 0.297 -0.090 0.267
H 7.715 9.361 19.093 0.103 -0.117 0.076 0.513
H 8.348 8.149 17.258 0.043 -0.037 -0.261 0.400
H 9.787 8.579 18.119 -0.135 -0.038 0.310 0.738
H 9.663 8.942 15.124 0.111 0.120 0.026 0.430
H 10.025 7.447 15.893 -0.075 0.210 0.109 0.497
H 11.796 7.895 18.070 -0.237 0.004 -0.109 0.507
H 14.138 8.435 18.288 0.136 0.148 -0.047 0.441
H 14.051 10.496 14.550 0.175 0.126 -0.463 0.635
H 11.679 9.726 14.192 -0.015 0.135 0.037 0.374
H 6.909 11.321 16.662 -0.149 0.257 0.128 0.442
H 7.215 9.797 15.876 -0.067 -0.094 0.049 0.409
H 8.326 13.387 15.749 0.094 -0.393 -0.618 0.352
H 9.445 11.327 12.267 0.202 0.315 -0.331 0.627
```
Forces are in eV/Å.

Computed properties:
LUMO ... -2.08 eV
Net charge ... +1
Calculated total energy ... -122982.2540 eV
ΔE to the lowest compared entry with this formula, charge and spin ... 19.3 kJ/mol
Orbital gap ... 8.56 eV